Density functional theory data (wB97M-V/def2-TZVPD) for C32H25CaCl3N7O5S as an isolated structure at a distorted geometry.

Last column: Löwdin charge in e.
Element x y z (Å)
Ca1 -0.73431 -0.10172 -0.52579  1.39
O1 -2.60832 -2.47301 -4.01871  -0.03
C1 -1.96167 -2.15425 -3.00368  -0.54
N1 -1.89203 -0.93318 -2.46682  -0.09
C2 -2.76089 -0.00903 -3.16909  -0.21
C3 -2.89508 1.33219 -2.48972  -0.28
C4 -3.43754 2.41545 -3.17894  -0.03
C5 -3.62265 3.61442 -2.51986  -0.07
C6 -3.25402 3.71898 -1.18522  -0.08
C7 -2.70330 2.61052 -0.57404  -0.14
N2 -2.54150 1.44087 -1.20725  0.02
C8 -1.38384 -3.37343 -2.24143  -0.16
C9 -2.28857 -4.41330 -1.98809  -0.01
C10 -1.85210 -5.54102 -1.32493  -0.08
C11 -0.51864 -5.64165 -0.94091  -0.08
C12 0.31638 -4.58208 -1.24400  -0.13
N3 -0.12043 -3.49684 -1.87329  0.10
H1 -3.77122 -0.43402 -3.26321  0.13
H2 -2.43329 0.15135 -4.20559  0.12
H3 -3.70711 2.30156 -4.22114  0.11
H4 -4.04340 4.46383 -3.04418  0.10
H5 -3.36079 4.64143 -0.63164  0.10
H6 -2.35031 2.65647 0.45203  0.05
H7 -3.31039 -4.30721 -2.32537  0.11
H8 -2.54543 -6.34316 -1.10275  0.10
H9 -0.14325 -6.50973 -0.41453  0.09
H10 1.36909 -4.56677 -0.97210  0.10
O2 1.66825 -0.28515 4.04842  -0.15
C13 0.48581 -0.52643 4.52480  -0.39
C14 0.21339 -0.37019 5.90985  -0.03
C15 -1.04727 -0.54944 6.42328  -0.11
C16 -2.12822 -0.89274 5.59958  -0.11
C17 -1.90119 -1.05038 4.25276  -0.04
C18 -0.62250 -0.89515 3.70637  -0.11
C19 -0.48087 -1.08726 2.26574  -0.41
O3 -1.43884 -1.14287 1.47166  -0.10
N4 0.80323 -1.23252 1.80686  0.08
N5 0.95954 -1.50735 0.48767  -0.03
C20 2.11015 -1.37866 -0.03935  -0.07
C21 2.20577 -1.56574 -1.49788  -0.27
C22 3.44545 -1.77941 -2.09055  -0.02
C23 3.52830 -1.86176 -3.46815  -0.07
C24 2.36683 -1.61942 -4.18225  -0.06
C25 1.18069 -1.41835 -3.49512  -0.18
N6 1.04380 -1.55715 -2.17533  0.05
H11 1.54824 -0.95106 2.47577  0.12
H12 1.04333 -0.08438 6.54458  0.10
H13 -1.20777 -0.41208 7.48737  0.09
H14 -3.12049 -1.01779 6.01197  0.09
H15 -2.70925 -1.29626 3.57537  0.11
H16 3.00219 -1.14896 0.54175  0.14
H17 4.32646 -1.83365 -1.46326  0.11
H18 4.47507 -2.00842 -3.97043  0.10
H19 2.38314 -1.50003 -5.25752  0.10
H20 0.26853 -1.15342 -4.02034  0.10
Cl1 0.36602 4.13304 -1.55122  0.62
C26 1.50677 2.83635 -1.95246  -1.47
Cl2 2.96160 3.53637 -2.66242  0.59
Cl3 0.74416 1.75006 -3.15100  0.65
C27 1.81647 1.95176 -0.67134  -0.82
O4 2.98180 1.79311 -0.35997  0.01
O5 0.76426 1.50365 -0.14332  -0.25
S1 -0.88570 2.79127 2.83637  0.58
C28 0.74522 3.11432 2.57221  -0.79
N7 1.71685 2.26132 2.99686  0.08
C29 3.04154 2.46761 2.84255  -0.08
C30 3.51506 3.58699 2.23688  -0.08
C31 2.56380 4.50817 1.75236  -0.07
C32 1.22914 4.28181 1.91358  -0.13
H21 1.46039 1.36954 3.45444  0.09
H22 3.66669 1.67320 3.22513  0.13
H23 4.57520 3.72835 2.09636  0.10
H24 2.89431 5.39985 1.23299  0.11
H25 0.48923 4.97257 1.53860  0.09

As for the spin multiplicity: 1. The value obtained for the total energy is -4450.57060 hartree. The charge is -1. The relative energy (zero: lowest compared OMol25 entry of this formula, charge and spin) comes out at 52.5 kcal per mole.